(1)
Formula: C44H33Cl4MoN5O3Si
Source: OMol25
Level of theory: the ωB97M-V functional and the def2-TZVPD basis

Structure (XYZ):
```
91
Properties=species:S:1:pos:R:3:forces:R:3
Mo -0.253384 -0.187663 -0.391378 0.7072 -1.1599 0.7144
Cl 1.016603 6.585760 1.500193 -0.0011 0.0735 0.0247
C 1.149139 4.872105 1.241867 -0.0396 0.0757 -0.1043
C 1.575644 4.051633 2.296561 -0.0135 -0.2243 -0.0723
C 1.648037 2.690482 2.131186 0.0793 0.0955 0.1715
C 1.271735 2.087508 0.911713 0.0130 0.0000 -0.5560
O 1.267074 0.804423 0.778660 0.1079 -0.0813 0.0389
C 0.959977 2.948900 -0.186582 -0.1592 0.0163 0.5905
C 0.904949 2.404583 -1.488823 0.2015 -0.2899 -0.3322
N 0.890049 1.125815 -1.736414 -0.1441 0.8653 -0.1813
C 1.160818 0.648756 -3.005079 0.0657 0.1337 -0.7795
C 1.891318 1.304127 -3.980428 -0.2092 -0.0772 0.5346
C 2.086866 0.710996 -5.232685 -0.0489 -0.2414 -0.3389
C 1.574474 -0.527887 -5.518935 0.1414 0.1839 -0.0227
C 0.851037 -1.237983 -4.538980 -0.0457 0.0590 0.3106
C 0.321029 -2.527540 -4.743265 -0.1324 -0.1377 0.2332
C -0.352503 -3.134082 -3.718731 0.1480 -0.0964 -0.4370
C -0.490233 -2.477215 -2.496342 0.0115 0.3408 0.3116
N -0.004768 -1.272026 -2.251728 0.3123 -0.7907 -0.8903
C 0.656168 -0.648403 -3.269026 0.0641 0.1235 -0.3061
C 0.866944 4.340718 0.015094 0.0435 -0.0248 -0.0289
H 1.839969 4.499525 3.245304 -0.0137 0.0263 -0.0001
H 1.964797 2.042696 2.938015 -0.0206 -0.0122 0.0091
H 0.917603 3.105350 -2.326822 0.1541 0.0124 -0.0019
H 2.345149 2.261585 -3.760716 0.0128 -0.0081 -0.0158
H 2.657027 1.239166 -5.985758 0.0128 0.0091 0.0243
H 1.734456 -0.986514 -6.486170 -0.0045 0.0188 -0.0087
H 0.459705 -3.024923 -5.694655 -0.0193 0.0233 -0.0215
H -0.770791 -4.123819 -3.833947 -0.0387 0.0154 0.0252
H -1.030093 -2.950461 -1.689577 -0.0255 0.0260 0.0116
H 0.568001 4.983272 -0.804318 0.0584 0.0193 -0.0066
C -3.136457 2.700610 -2.913007 -0.1601 0.1546 -0.0670
C -1.990867 1.987979 -2.532776 0.1862 -0.0977 0.1500
N -1.747739 1.619204 -1.295455 -0.4667 0.1627 -0.1596
C -2.638481 1.963677 -0.334686 -0.3289 0.3047 0.1058
C -3.811033 2.709427 -0.610942 0.2316 -0.2426 0.0369
C -4.046744 3.055368 -1.958379 0.1381 -0.0019 -0.0403
C -4.688937 3.035945 0.440895 -0.1936 0.0641 0.1146
C -4.401364 2.614015 1.711672 -0.1024 0.0717 -0.1576
C -3.253666 1.864628 1.997832 0.2477 -0.0773 -0.1661
C -2.349574 1.530522 0.995846 -0.0528 -0.1040 0.1796
N -1.230239 0.752666 1.137630 -0.3340 1.0482 0.8793
C -0.835842 0.298649 2.388565 -0.2252 0.1305 0.0870
C -0.748805 1.007733 3.566127 0.1032 -0.0936 -0.3019
C -0.413274 0.341731 4.758476 -0.0360 -0.1536 0.1631
C -0.297372 -1.021566 4.809266 0.0070 0.0996 0.2337
C -0.443849 -1.782466 3.629021 0.0270 0.0235 -0.3559
C -0.561975 -3.186410 3.575427 0.0853 -0.0022 -0.1768
C -0.790863 -3.785103 2.364092 0.0536 -0.1264 0.2761
C -0.768131 -3.019444 1.192045 0.1561 0.3125 -0.2758
N -0.603482 -1.710063 1.188399 -0.3210 -0.3950 0.6662
C -0.574327 -1.092804 2.408018 -0.0227 -0.0766 0.3229
H -3.287811 2.946791 -3.954895 0.0054 -0.0105 -0.0019
H -1.259658 1.707399 -3.282188 -0.0117 -0.0872 -0.0247
H -4.947276 3.598975 -2.217199 -0.0022 0.0016 -0.0044
H -5.588290 3.598597 0.224132 0.0130 0.0083 0.0190
H -5.081691 2.848965 2.520955 -0.0024 0.0001 -0.0023
H -3.085662 1.519961 3.006419 -0.0357 0.0178 0.0157
H -0.932806 2.072833 3.567509 -0.0107 0.0138 0.0064
H -0.299925 0.923228 5.665115 -0.0089 -0.0239 0.0076
H -0.118497 -1.528509 5.749120 -0.0088 -0.0071 -0.0094
H -0.498834 -3.768960 4.486272 -0.0308 -0.0026 0.0020
H -0.964805 -4.849677 2.290949 0.0563 -0.0030 -0.0254
H -0.881836 -3.501547 0.231388 0.0295 -0.0041 -0.0172
Cl -4.318504 -3.313347 -1.283700 0.0420 -0.1739 -0.0114
C -4.450625 -1.541118 -1.401128 0.1601 0.1908 0.1570
Cl -5.598365 -1.123612 -2.663280 -0.0733 0.0257 -0.0100
Cl -4.998016 -0.896455 0.152810 -0.0326 0.0469 -0.0423
C -3.007118 -1.015616 -1.745888 0.0423 -0.2721 -0.2123
O -2.766678 -0.737658 -2.907302 -0.0210 0.0808 0.3045
O -2.235118 -1.045810 -0.728631 -0.0143 0.1311 -0.5668
C 2.119811 -3.280818 -0.839676 -0.2255 0.2127 0.0444
Si 2.036831 -1.476053 -0.205948 0.6648 -0.0774 -0.0160
C 3.411797 -0.603517 -1.203821 -0.3005 0.0106 -0.0338
C 2.841091 -1.569439 1.525517 -0.3273 0.1205 -0.0890
C 3.588073 -0.495959 2.021193 -0.0429 0.0673 -0.0003
C 4.155108 -0.525281 3.285236 0.0788 0.0217 -0.0148
C 3.988801 -1.639265 4.098057 -0.0118 0.0203 -0.0040
C 3.278181 -2.725857 3.617208 0.0019 -0.1108 0.1272
C 2.729583 -2.691415 2.341871 -0.0514 -0.0576 -0.0842
H 3.073016 -3.721506 -0.539330 0.0311 0.0590 0.0141
H 2.068580 -3.307027 -1.930938 0.0058 -0.0127 0.0108
H 1.328737 -3.927874 -0.453502 -0.0069 -0.0308 -0.0114
H 4.385540 -0.972655 -0.875238 -0.0263 -0.0798 0.0162
H 3.392014 0.477053 -1.047410 0.0355 -0.0213 -0.0043
H 3.322630 -0.792247 -2.276503 0.0372 0.0127 0.0206
H 3.729563 0.381759 1.402036 -0.0248 0.0265 0.0408
H 4.735526 0.319831 3.637327 -0.0172 -0.0005 -0.0066
H 4.425548 -1.663462 5.088820 -0.0204 -0.0006 0.0008
H 3.147586 -3.603688 4.240888 0.0374 -0.0090 -0.0525
H 2.219769 -3.570200 1.967442 -0.1434 -0.0587 0.0471
```
Forces are in eV/Å.

Results
* gap between HOMO and LUMO (spin up / spin down): 5.32 / 6.03 eV
* 2S+1: 3
* ⟨S²⟩: 2.029
* HOMO level (spin up / spin down): -6.37 / -7.06 eV

---

(2)
Formula: C25H35BrN8O5Pb
Source: OMol25
Level of theory: the ωB97M-V functional and the def2-TZVPD basis

Structure (XYZ):
```
75
Properties=species:S:1:pos:R:3:forces:R:3
Pb 0.079954 0.282423 -0.224086 0.5417 0.1182 0.3485
O 0.187952 -1.100613 4.505252 -0.0115 0.0821 -0.0521
C 0.321382 -0.980482 3.171274 0.0550 -0.2270 0.0486
O -0.624002 -1.112338 2.429891 -0.0242 0.1060 -0.0018
C 1.729891 -0.726277 2.718382 -0.0800 0.1658 0.0813
C 2.776554 -0.829047 3.608788 0.0419 0.0198 0.0049
C 4.083886 -0.706796 3.055129 -0.0293 0.0091 0.0184
C 4.271118 -0.465004 1.738378 0.0608 -0.0513 -0.0447
C 3.102820 -0.205654 0.816504 0.2565 -0.0272 -0.3096
N 1.816236 -0.463568 1.424734 -0.2212 -0.0309 -0.0468
C 2.928810 1.285131 0.419412 -0.0834 -0.0442 0.2437
O 3.787757 2.025872 1.027678 0.0196 0.4053 0.1826
O 1.341613 1.084493 -1.906910 -0.3210 -0.4183 0.1399
H -0.752801 -1.266758 4.661809 -0.0052 -0.0080 0.0161
H 2.608154 -1.047019 4.649322 0.0047 -0.0077 0.0068
H 4.947294 -0.861893 3.693998 -0.0098 -0.0118 0.0059
H 5.274170 -0.477072 1.320243 -0.0215 -0.0344 -0.0333
H 4.376194 1.479376 1.619525 0.0319 0.0084 -0.0146
C -0.369129 6.940597 4.262920 0.0016 0.0055 -0.0051
C -0.809249 6.125468 3.078677 -0.0206 0.0001 -0.0247
C -1.946205 6.434816 2.345080 0.0477 -0.0106 0.0259
C -2.297036 5.641186 1.264214 0.0185 0.0132 -0.0515
C -1.492196 4.558898 0.950166 -0.0242 -0.0971 0.0293
Br -3.536833 1.554416 -0.375748 0.0040 0.0588 -0.1445
N -0.400095 4.238639 1.639701 0.0157 -0.0219 0.0154
C -0.078170 5.011049 2.670014 0.0002 0.0055 0.0142
H -1.052131 7.770218 4.442596 0.0011 -0.0009 0.0002
H 0.628534 7.353548 4.106132 -0.0009 0.0001 0.0021
H -0.332450 6.332530 5.168043 0.0002 -0.0027 -0.0013
H -2.551913 7.290941 2.619678 -0.0011 -0.0020 0.0002
H -3.176467 5.856261 0.671856 -0.0085 -0.0086 0.0143
H 0.819995 4.728695 3.212675 -0.0004 -0.0008 -0.0004
C 0.616061 -5.223905 0.343115 -0.0145 0.0490 -0.0594
N 1.592600 -4.153929 0.317350 -0.0636 0.0683 0.0655
C 2.977314 -4.600160 0.261506 -0.0231 -0.0110 0.0517
C 3.729425 -3.294472 0.313465 0.0200 0.0073 -0.0165
N 2.782257 -2.394078 -0.317026 -0.1313 -0.1917 -0.0973
C 3.149225 -1.013622 -0.501770 -0.0759 0.1273 -0.0895
C 1.488588 -2.865766 -0.204646 -0.0582 0.0012 -0.2378
N 0.445577 -2.183180 -0.584062 0.2770 -0.1079 0.0096
C -0.914761 -2.706291 -0.512588 0.0375 0.1019 -0.0263
C -1.780339 -2.340958 -1.715584 0.0039 -0.0224 0.0132
N -1.866921 -0.918827 -1.973390 -0.2337 0.0325 -0.1139
C -2.671309 -0.479610 -2.858921 0.3125 -0.3273 0.1210
N -2.839823 0.885051 -3.075024 -0.3200 0.1041 -0.1370
C -2.506411 1.804975 -2.087388 0.1200 0.3244 0.1898
C -4.041607 1.126130 -3.856117 -0.0404 0.0182 -0.0654
C -4.180539 -0.180733 -4.612169 0.0523 -0.0161 0.0092
N -3.545273 -1.142035 -3.716589 -0.0885 -0.1295 -0.0137
C -3.234469 -2.422898 -4.333574 0.0254 0.0225 -0.0116
H 1.103532 -6.084291 0.800664 -0.0173 0.0065 -0.0051
H 0.278783 -5.525677 -0.654619 0.0048 -0.0008 0.0103
H -0.241472 -4.978663 0.960840 -0.0811 0.0601 0.0101
H 3.173713 -5.151783 -0.667250 -0.0002 0.0086 -0.0267
H 3.199220 -5.248954 1.108103 0.0003 -0.0175 -0.0074
H 4.662847 -3.319175 -0.250175 0.0078 0.0278 0.0245
H 3.943956 -2.996250 1.342696 -0.0200 0.0098 0.0095
H 4.146442 -0.952718 -0.953079 0.0057 -0.1828 0.1366
H 2.481546 -0.559142 -1.231251 -0.0617 0.0931 0.0506
H 1.390887 -0.206477 -3.329112 0.1670 -0.0095 0.0041
H -1.395316 -2.359234 0.409251 0.0207 0.0757 -0.0258
H -0.945480 -3.784805 -0.502074 -0.0224 -0.2371 0.1202
H -2.780129 -2.739952 -1.494020 0.0168 -0.0566 -0.0502
H -1.392601 -2.888603 -2.580056 0.0900 0.0623 0.0025
H -1.461090 1.755337 -1.821538 0.1069 -0.0540 0.1090
H -1.742086 3.897093 0.128552 -0.0166 0.0794 -0.0178
H -2.758334 2.812997 -2.400082 0.0028 -0.0330 -0.0275
H -3.901202 1.975279 -4.524105 -0.0291 0.0269 0.0429
H -4.899760 1.319496 -3.202591 0.0002 -0.0595 0.0135
H -3.650150 -0.135898 -5.571811 0.0139 0.0031 0.0193
H -5.217828 -0.456404 -4.801022 0.0045 0.0053 -0.0035
H -3.992111 -2.614582 -5.091851 -0.0103 -0.0006 0.0070
H -3.270738 -3.239189 -3.619587 0.0093 0.0047 -0.0048
H -2.256020 -2.416567 -4.824955 0.0010 0.0064 -0.0058
O 0.660157 0.250436 -2.902842 -0.2309 0.1379 -0.4448
```
Forces are in eV/Å.

Results
* gap between HOMO and LUMO: 6.92 eV
* 2S+1: 1
* HOMO level: -6.35 eV

---

(3)
Formula: C4H3N3O3
Source: OMol25
Level of theory: the ωB97M-V functional and the def2-TZVPD basis

Structure (XYZ):
```
13
Properties=species:S:1:pos:R:3:forces:R:3
O 1.803080 0.501081 -1.397134 0.5818 -1.5628 -0.9693
C 1.402611 -0.465821 -0.810809 -1.0697 3.9232 2.7617
O 0.060921 -0.812762 -1.058867 -0.7761 -0.6510 -1.5570
C -0.754560 -0.979148 -0.020878 1.4653 1.6530 0.9289
N -0.336470 -1.413662 1.110800 -0.7341 0.4705 -0.0910
C 1.036061 -1.420465 1.247985 0.5525 -1.5037 -1.5455
N 1.855658 -0.836490 0.433685 0.4415 -1.7478 -0.0115
C -1.911178 -0.079213 -0.091938 -3.1024 0.0197 0.8133
N -2.867961 0.577071 0.083605 2.5586 -1.6149 -0.7384
H 1.443775 -2.124702 1.977600 -0.1325 0.9347 0.5158
O -0.430208 2.527624 -0.341942 -2.9517 1.2899 1.7990
H 0.203401 2.030285 -0.876528 -1.4544 -0.3826 -0.5205
H -1.505127 2.496202 -0.255575 4.6212 -0.8282 -1.3855
```
Forces are in eV/Å.

Results
* gap between HOMO and LUMO: 8.80 eV
* 2S+1: 1
* HOMO level: -11.13 eV

---

(4)
Formula: C4H7NO
Source: OMol25
Level of theory: the ωB97M-V functional and the def2-TZVPD basis

Structure (XYZ):
```
13
Properties=species:S:1:pos:R:3:forces:R:3
C 0.212778 0.168155 1.511898 -0.0122 -0.0045 0.0029
C 0.002645 0.075200 0.020030 0.1417 0.0112 0.0953
C -0.690815 -1.088118 -0.600375 0.0283 -0.2999 -0.0484
N -1.379463 0.179763 -0.469563 -0.1179 0.1499 -0.1385
C 1.029388 0.728585 -0.851490 -0.0703 -0.0071 -0.3899
O 0.990973 0.705271 -2.061752 0.0045 0.0988 0.5207
H 0.376132 1.204917 1.828772 -0.0440 -0.1369 -0.0647
H -0.672910 -0.207855 2.031019 0.1428 0.0454 -0.0843
H 1.080287 -0.426173 1.822217 -0.1251 0.0986 -0.0414
H -0.351738 -1.393749 -1.587909 -0.0495 0.0770 0.1565
H -1.052502 -1.883484 0.047423 0.0766 0.1445 -0.0458
H -1.376874 0.657801 -1.369951 0.0277 -0.0645 0.0902
H 1.832100 1.279684 -0.320317 -0.0027 -0.1125 -0.0526
```
Forces are in eV/Å.

Results
* gap between HOMO and LUMO: 10.75 eV
* 2S+1: 1
* HOMO level: -9.90 eV

---

(5)
Formula: C12H8N2O4Pr
Source: OMol25
Level of theory: the ωB97M-V functional and the def2-TZVPD basis

Structure (XYZ):
```
27
Properties=species:S:1:pos:R:3:forces:R:3
Pr 0.144555 0.783609 -0.769225 -0.0663 -0.0826 -0.0456
O -3.035511 -1.036746 -1.729137 4.4024 2.4497 1.4690
C -2.068601 -0.486596 -1.420931 -5.0758 -2.7628 -1.7520
C 2.153478 1.052172 0.887474 5.0179 0.9401 3.8069
O 3.058312 1.202446 1.592043 -4.3242 -0.7781 -3.2944
C -1.305244 1.937625 1.138227 -3.5643 3.4506 4.3673
O -1.936659 2.495834 1.936002 3.1581 -2.8263 -3.9711
C 1.629642 -0.645664 -2.474322 3.6442 -2.6001 -4.7619
O 2.278282 -1.136365 -3.300313 -3.2148 2.3516 4.1445
C 0.058789 3.779236 -3.702888 -0.4136 -0.4608 0.0777
H 0.086028 3.086087 -4.555586 0.0332 0.3558 0.3314
H -0.927151 4.182329 -3.431401 0.4590 -0.1100 -0.1331
C 1.182150 4.206626 -3.106902 0.3426 -0.1046 0.4108
H 1.162882 4.975104 -2.321280 -0.0299 -0.3169 -0.3860
H 2.175882 3.881113 -3.445595 -0.4624 0.1541 0.0962
N -2.300496 -2.084021 5.019443 1.4735 0.0403 -2.4998
C -1.688764 -2.107463 4.019007 -1.2104 -0.1877 2.1989
C -0.911030 -2.184341 2.803933 -0.5015 0.3830 0.6151
C -0.250171 -3.363098 2.435404 -0.1634 -0.1083 0.2219
C 0.464304 -3.394490 1.254111 0.4441 0.6328 -0.9527
C 0.536609 -2.220273 0.492546 -0.2847 -0.0713 0.3422
N -0.103095 -1.080894 0.865077 0.0692 0.7243 -0.5425
C -0.833724 -1.050812 2.007015 0.3755 -0.3749 -0.3197
H -0.310968 -4.241188 3.078609 -0.0203 0.1750 -0.1384
H 0.974309 -4.288622 0.902071 -0.0870 0.1424 0.1674
H 1.105361 -2.143191 -0.447115 -0.1655 -0.4190 0.4831
H -1.339168 -0.118415 2.273731 0.1643 -0.5967 0.0652
```
Forces are in eV/Å.

Results
* gap between HOMO and LUMO (spin up / spin down): 4.90 / 5.57 eV
* 2S+1: 3
* ⟨S²⟩: 2.003
* net charge: +3
* HOMO level (spin up / spin down): -19.40 / -19.42 eV